# 1
# CH4O4P

A 2-piece molecular cluster, CH4O4P overall (the ωB97M-V functional and the def2-TZVPD basis, the OMol25 dataset).

Geometry as XYZ:
```
10
Properties=species:S:1:pos:R:3:nbo_charge:R:1
C -0.8943 0.7989 -0.5427 0.637
O -1.0177 -0.9894 1.5224 -1.034
O 0.7327 -1.7999 -0.3147 -1.127
O -2.0558 0.4995 -0.3359 -0.751
O -0.3986 1.5261 -1.3118 -0.677
P 0.1865 -0.6307 0.4587 1.592
H 2.0072 1.0097 -1.3028 0.034
H -1.8210 -0.7731 0.9471 0.509
H 2.1989 0.7513 -0.7123 -0.034
H 1.0620 -0.3924 1.5920 -0.148
```

## Properties
- Relative energy (zero: lowest compared OMol25 entry of this formula, charge and spin): 11.3 kcal per mole
- DFT total energy: -682.899063 a.u.
- Frontier orbital gap: 8.77 eV
- Lowest unoccupied orbital energy: 4.27 eV
- Net charge: -1
- E_HOMO: -4.4985 eV


# 2
# C2H2ClNO2

A 2-piece molecular cluster, C2H2ClNO2 overall (the ωB97M-V functional and the def2-TZVPD basis, the OMol25 dataset).

Geometry as XYZ:
```
8
Properties=species:S:1:pos:R:3:nbo_charge:R:1
C 0.3197 1.4892 1.8101 0.131
C -0.6049 -1.0396 -1.1755 0.102
N -0.1689 2.4684 1.4652 -0.302
O 0.4568 -0.5075 -1.5863 -0.036
O 1.2808 0.1401 -0.8359 -0.417
Cl 0.7613 0.0352 2.2691 0.170
H -0.7655 -1.0247 -0.1134 0.164
H -1.2793 -1.5612 -1.8334 0.188
```

## Properties
- Relative energy (zero: lowest compared OMol25 entry of this formula, charge and spin): 138.9 kcal per mole
- DFT total energy: -742.615167 a.u.
- Frontier orbital gap (spin up / spin down): 9.34 / 9.35 eV
- Lowest unoccupied orbital energy (spin up / spin down): -0.56 / -0.56 eV
- Net charge: 0
- E_HOMO (spin up / spin down): -9.9008 / -9.9054 eV


# 3
# C12H11NO

One molecule with the formula C12H11NO (the ωB97M-V functional and the def2-TZVPD basis, the OMol25 dataset).

Geometry as XYZ:
```
25
Properties=species:S:1:pos:R:3:nbo_charge:R:1
C 3.0240 0.5226 0.9699 -0.231
C 2.8725 -0.6482 0.1557 -0.196
C 1.9123 1.2671 1.2263 -0.158
C 1.6731 -1.0345 -0.3729 -0.204
C 0.6837 0.9956 0.5141 -0.047
C 0.4805 -0.3613 0.0408 -0.062
C -0.2138 1.9696 0.4010 -0.187
C -1.3031 1.8717 -0.5933 -0.210
C -1.7091 -0.3975 1.1298 0.646
C -2.3797 1.2206 -0.5624 -0.029
C -0.7059 -0.9111 0.2213 -0.040
C -0.9003 -2.3676 -0.0767 -0.641
N -2.5962 0.4307 0.5891 -0.626
O -1.7479 -0.5425 2.3401 -0.601
H 4.0327 0.7970 1.5020 0.223
H 3.7592 -1.1420 -0.1850 0.210
H 2.0195 2.1088 1.8443 0.210
H 1.6858 -1.9924 -0.7747 0.213
H -0.1529 2.9221 0.9442 0.222
H -1.0125 2.4029 -1.5065 0.215
H -3.2092 1.1450 -1.1929 0.206
H -1.9327 -2.7185 -0.1290 0.228
H -0.3865 -2.9786 0.7203 0.236
H -0.3599 -2.6279 -1.0669 0.218
H -3.2926 0.9246 1.2089 0.404
```

## Properties
- SMILES: C\C1=c2/cccc/c2=C/C=C\NC1=O
- Relative energy (zero: lowest compared OMol25 entry of this formula, charge and spin): 72.2 kcal per mole
- DFT total energy: -593.753418 a.u.
- Frontier orbital gap: 7.54 eV
- Lowest unoccupied orbital energy: -0.24 eV
- Net charge: 0
- E_HOMO: -7.7727 eV


# 4
# C35H46F12N4O15PS3

A 5-piece molecular cluster, C35H46F12N4O15PS3 overall (the ωB97M-V functional and the def2-TZVPD basis, the OMol25 dataset).

Geometry as XYZ:
```
116
Properties=species:S:1:pos:R:3:mulliken_charge:R:1
N -1.5942 1.8422 6.7626 -0.585
C -1.2905 2.9097 5.7965 0.214
O -0.7311 3.9906 6.1684 -0.504
C -1.6237 2.8456 4.1926 -0.095
C -2.1177 1.3767 3.7970 -1.690
C -2.0282 0.9467 2.2030 2.568
C -2.2841 2.4118 1.6341 -1.675
O -3.4157 3.0108 1.7424 -0.586
N -1.2707 3.3360 1.0436 0.507
C -1.7903 4.7110 0.9512 0.371
O -2.3672 5.0665 -0.1091 -0.441
F -1.6714 5.7136 1.9629 -0.255
N -3.0059 -0.1917 1.8898 0.752
C -3.8703 -0.3216 0.6934 -0.566
C -4.6072 0.8996 -0.0101 -0.781
O -5.3742 0.3537 -1.1401 -0.556
C -2.4400 -1.5915 2.2530 0.885
P -3.2690 -3.1877 1.6093 0.117
O -2.6720 -3.9337 0.4382 -0.515
C -3.2112 -1.6844 3.6886 -1.378
O -2.8713 -1.4488 4.8538 -0.345
N -4.6893 -2.0834 3.6663 -0.028
C -5.5014 -1.0907 4.3806 0.537
O -5.8801 -1.3155 5.5621 -0.456
F -5.9027 0.1496 3.8100 -0.186
C -0.8052 -1.4649 2.1309 0.524
S -0.0517 -2.1916 3.6934 1.479
O -0.7697 -3.4641 4.1477 -0.635
O -0.0443 -1.3086 4.9079 -0.542
F 1.5504 -2.6692 3.6066 -0.259
S 0.1354 -2.4568 0.8591 0.861
O 0.0938 -3.9047 1.3531 -0.526
O 1.6352 -2.1490 0.8494 -0.454
C -0.2315 -2.4929 -0.9223 1.026
F 0.6721 -1.6085 -1.6462 0.059
F -1.5064 -2.0662 -1.3929 -0.248
C 0.0665 -3.8964 -1.7240 0.278
F 0.0095 -3.4399 -3.1140 -0.272
F -1.0080 -4.8185 -1.6985 -0.227
C 1.5088 -4.5397 -1.6049 0.736
F 2.6201 -3.6513 -1.4971 -0.241
F 1.7316 -5.1735 -2.8998 -0.333
C 1.7736 -5.7180 -0.5558 0.582
F 2.6172 -6.7020 -1.1905 -0.255
F 0.6646 -6.4162 -0.0624 -0.186
F 2.5833 -5.2181 0.5274 -0.193
C -0.6185 0.1571 1.8331 0.313
S 0.7486 0.9071 2.9245 -0.145
C -0.0145 0.5963 0.3893 0.607
C 1.5362 0.7944 0.0988 -0.728
C 2.1033 1.2677 -1.2909 -0.814
C 1.1808 1.5934 -2.5007 -0.548
C -0.3425 1.3881 -2.2625 -1.013
C -0.8996 0.9212 -0.8804 -0.048
H -0.7252 1.2643 6.8046 0.310
H -2.4109 1.2718 6.5016 0.342
H -2.4235 3.6779 4.0604 0.465
H -0.6675 3.2194 3.6994 0.034
H -1.5557 0.6514 4.4776 0.228
H -3.2204 1.3445 4.1780 0.406
H -0.3833 3.3188 1.5656 0.211
H -3.7435 0.0616 2.6015 0.489
H -4.8172 -0.8832 1.0859 0.130
H -3.4290 -0.9548 -0.1764 0.191
H -5.3780 1.4106 0.6920 0.518
H -3.9520 1.7354 -0.4292 0.221
H -6.1146 0.9873 -1.3154 0.398
H -3.2890 -4.1428 2.7142 0.228
H -4.6768 -3.0417 1.2724 0.186
H -4.8145 -2.9833 4.1620 0.361
H 1.1388 2.1371 2.4310 0.345
H 2.3527 0.5643 0.8574 0.525
H 3.2439 1.3748 -1.4520 0.392
H 1.5714 1.9494 -3.5159 0.377
H -1.0630 1.5787 -3.1473 0.380
H -2.0326 0.8242 -0.8502 0.066
C 5.6004 0.9375 1.5195 -0.953
C 5.0001 2.0488 2.3384 0.868
O 3.8812 1.9511 2.8156 -0.514
C 5.8327 3.2847 2.5459 -1.184
H 4.8887 0.1106 1.4533 0.098
H 5.8168 1.2948 0.5103 0.297
H 6.5134 0.5756 1.9969 0.410
H 6.0593 3.7460 1.5823 0.351
H 6.7562 3.0269 3.0689 0.360
H 5.2740 4.0000 3.1538 0.298
C 3.1281 -0.8302 -6.5010 -1.087
C 2.8559 -0.9856 -5.0294 0.585
O 2.3763 -0.0748 -4.3726 -0.438
C 3.1973 -2.3074 -4.3968 -0.186
H 2.8331 0.1725 -6.8199 0.318
H 4.1943 -0.9603 -6.6974 0.333
H 2.5464 -1.5627 -7.0652 0.184
H 4.2668 -2.5032 -4.4997 0.449
H 2.6188 -3.1051 -4.8682 0.068
H 2.9479 -2.2750 -3.3336 -0.240
C -0.0931 -3.9648 -7.9858 -1.129
C 1.0073 -4.8219 -7.4183 0.908
O 2.1771 -4.4940 -7.5117 -0.552
C 0.6061 -6.0998 -6.7309 -1.096
H 0.3426 -3.0774 -8.4510 0.290
H -0.6447 -4.5229 -8.7453 0.382
H -0.7660 -3.6465 -7.1864 0.293
H 0.0855 -6.7528 -7.4348 0.409
H -0.0358 -5.8762 -5.8759 0.256
H 1.5006 -6.6142 -6.3722 0.264
C 0.2676 6.8136 -0.3436 -0.823
C 1.7449 6.7843 -0.0551 0.871
O 2.3974 5.7643 -0.1995 -0.568
C 2.3847 8.0620 0.4184 -1.147
H -0.0550 5.8249 -0.6758 0.094
H -0.2818 7.0757 0.5625 0.239
H 0.0573 7.5345 -1.1364 0.419
H 1.9283 8.3800 1.3583 0.326
H 2.2693 8.8388 -0.3405 0.329
H 3.4507 7.8924 0.5866 0.308
```

## Properties
- Relative energy (zero: lowest compared OMol25 entry of this formula, charge and spin): 0.0 kcal per mole
- DFT total energy: -5442.228056 a.u.
- Frontier orbital gap: 6.01 eV
- Lowest unoccupied orbital energy: -5.19 eV
- Net charge: +1
- E_HOMO: -11.1976 eV